# 1
94
Properties=species:S:1:pos:R:3:forces:R:3 method="wB97M-V/def2-TZVPD" homo_energy_ev=-8.381 fmax_ev_per_a=1.00 homo_lumo_gap_ev=6.723
Pt -0.204 -0.782 -0.724 0.3 -0.7 0.7
O 0.675 -2.081 3.346 0.1 0.2 -0.1
P 0.164 -2.383 1.877 -0.3 -0.1 0.0
O -0.863 -3.431 1.826 0.0 -0.1 0.0
O -0.208 -0.982 1.304 0.2 -0.3 -0.2
O 1.474 -2.846 1.044 0.1 0.1 0.2
P 2.433 -1.737 0.336 0.3 0.0 -0.5
O 3.651 -2.622 -0.127 -0.3 0.4 -0.2
O 2.738 -0.627 1.228 0.0 0.0 0.1
O 1.668 -1.395 -1.013 0.6 0.0 0.7
H 1.439 -2.611 3.603 0.0 0.0 0.0
H 3.794 -3.444 0.389 0.2 -0.1 -0.1
O 0.133 1.121 -0.630 0.2 0.3 0.2
Si 1.028 2.276 0.126 0.3 0.2 -0.6
C 2.862 2.119 -0.214 0.0 -0.4 0.2
C 3.807 2.741 0.600 0.0 -0.1 0.0
C 5.166 2.537 0.403 0.0 0.1 0.0
C 5.602 1.700 -0.612 0.0 0.0 0.0
C 4.676 1.083 -1.441 0.0 0.1 -0.1
C 3.322 1.307 -1.252 0.0 0.1 0.0
C 0.525 3.841 -0.798 -0.4 0.0 0.1
C -0.306 3.781 -1.917 0.0 0.0 0.0
C -0.712 4.935 -2.577 0.0 0.0 -0.1
C -0.282 6.175 -2.133 0.0 0.0 0.0
C 0.551 6.257 -1.026 0.1 0.0 0.0
C 0.953 5.102 -0.373 0.0 0.0 -0.1
C 0.770 2.547 1.960 -0.2 -0.1 0.0
C 0.030 3.639 2.424 0.0 0.0 0.0
C -0.118 3.882 3.784 0.0 0.0 0.0
C 0.454 3.019 4.705 0.0 0.0 0.0
C 1.170 1.915 4.264 0.0 0.0 0.0
C 1.334 1.683 2.906 0.0 0.0 0.0
H 3.484 3.383 1.413 0.0 -0.1 0.1
H 5.884 3.019 1.054 0.0 0.0 0.0
H 6.661 1.533 -0.761 0.0 0.0 0.0
H 5.011 0.421 -2.231 0.0 0.0 0.0
H 2.606 0.823 -1.905 0.0 0.0 0.0
H -0.640 2.814 -2.272 0.0 0.0 0.0
H -1.363 4.864 -3.440 0.0 0.0 0.0
H -0.588 7.076 -2.651 0.0 0.0 0.0
H 0.889 7.224 -0.673 0.0 0.0 0.0
H 1.615 5.187 0.482 0.0 0.0 0.0
H -0.429 4.317 1.714 0.0 0.0 0.0
H -0.679 4.745 4.120 0.0 0.0 0.0
H 0.336 3.203 5.766 0.0 0.0 0.0
H 1.613 1.234 4.979 0.0 0.0 0.0
H 1.907 0.828 2.573 0.0 0.0 0.0
Se 0.991 -1.978 -3.480 -0.2 0.4 -0.1
N -0.083 -0.714 -2.734 -0.5 -0.6 0.0
C -1.077 -0.443 -3.575 -0.1 0.5 0.0
C -2.162 0.447 -3.319 0.1 -0.1 0.0
C -3.026 0.696 -4.334 0.0 -0.1 -0.2
C -2.880 0.087 -5.628 0.0 0.1 0.1
C -1.881 -0.789 -5.887 0.0 -0.2 0.2
C -0.955 -1.100 -4.841 -0.1 0.1 0.0
N 0.049 -1.961 -4.938 0.2 0.2 -0.3
H -2.279 0.882 -2.336 0.1 0.1 0.0
H -3.854 1.371 -4.164 0.0 0.0 0.0
H -3.592 0.330 -6.406 0.0 0.0 0.0
H -1.761 -1.262 -6.852 0.0 0.0 0.0
F 1.629 -6.313 2.153 0.0 0.1 0.0
C 1.430 -5.904 0.894 0.0 0.0 0.1
C 0.198 -5.816 0.382 0.1 0.0 0.0
N -0.020 -5.413 -0.915 0.1 0.3 0.1
C -1.329 -4.968 -1.362 0.0 0.0 0.0
C -1.587 -3.477 -1.112 0.1 0.1 0.1
O -2.736 -3.089 -1.013 0.0 0.0 -0.3
O -0.500 -2.772 -1.067 -0.2 -0.2 0.3
C 1.030 -5.062 -1.738 -0.1 -0.4 -0.2
O 0.887 -4.763 -2.907 0.0 0.0 0.0
N 2.275 -5.124 -1.157 0.0 0.2 0.1
C 2.571 -5.387 0.168 -0.1 -0.2 -0.1
O 3.687 -5.164 0.611 0.0 -0.2 0.3
H -0.672 -6.054 0.974 0.0 0.0 0.0
H -2.125 -5.512 -0.860 0.1 -0.1 0.0
H -1.363 -5.148 -2.436 -0.2 0.0 0.0
H 3.011 -4.696 -1.703 0.1 -0.1 0.0
C -4.500 -0.953 0.144 0.0 0.0 -0.2
S -2.834 -1.148 0.740 -0.1 0.1 0.2
O -2.083 -0.227 -0.277 -0.6 0.2 -0.5
C -2.975 -0.173 2.215 0.1 0.1 0.0
C -3.376 -0.855 3.355 0.1 0.0 0.0
C -3.493 -0.154 4.545 0.0 0.0 0.0
C -3.213 1.204 4.577 0.0 0.0 0.0
C -2.802 1.865 3.428 0.0 0.0 0.0
C -2.663 1.175 2.233 -0.1 0.0 0.0
H -4.689 0.108 -0.011 0.0 0.0 0.1
H -5.164 -1.367 0.900 0.0 0.0 0.0
H -4.570 -1.511 -0.785 0.0 0.0 0.0
H -3.565 -1.921 3.311 0.0 0.0 0.0
H -3.792 -0.672 5.447 0.0 0.0 0.0
H -3.298 1.750 5.507 0.0 0.0 0.0
H -2.576 2.920 3.461 0.0 0.0 0.0
H -2.320 1.667 1.333 0.1 0.0 0.0



# 2
78
Properties=species:S:1:pos:R:3:forces:R:3 method="wB97M-V/def2-TZVPD" homo_energy_ev=-16.186 charge=+3 fmax_ev_per_a=1.87 homo_lumo_gap_ev=5.947
Sn -0.351 -0.397 -0.250 0.2 -0.9 0.9
C -1.773 -3.541 -3.087 -0.1 0.0 0.1
C -1.793 -4.767 -2.419 0.0 -0.1 -0.1
C -1.427 -4.812 -1.099 0.0 0.0 -0.1
C -1.049 -3.647 -0.418 -0.1 0.3 -0.4
N -1.027 -2.455 -1.074 0.2 1.0 -0.5
C -1.387 -2.436 -2.386 0.0 0.0 0.1
N -0.690 -3.787 0.870 0.3 -0.8 0.2
C -0.494 -2.873 1.722 -0.1 0.5 0.2
N -0.665 -1.476 1.573 0.3 0.2 -0.4
C -0.423 -0.906 2.845 -0.3 -0.2 -0.3
N -0.604 0.293 3.213 0.4 0.3 0.6
C -0.843 1.390 2.461 0.0 -0.1 -0.3
C -1.183 2.568 3.140 0.0 0.1 0.0
C -1.313 3.753 2.463 0.0 0.0 0.1
C -1.100 3.774 1.080 -0.1 0.0 0.0
C -0.807 2.599 0.456 -0.1 -0.1 -0.1
N -0.679 1.412 1.116 -0.4 0.0 -1.5
C -0.013 -1.957 3.776 0.0 0.0 -0.1
C 0.368 -1.886 5.102 -0.1 0.1 0.1
C 0.701 -3.083 5.728 0.0 0.1 0.0
C 0.648 -4.296 5.040 0.0 0.0 0.0
C 0.253 -4.356 3.708 0.0 -0.1 -0.1
C -0.066 -3.159 3.094 0.0 0.1 0.0
H -2.069 -3.456 -4.122 0.0 0.0 0.0
H -2.085 -5.671 -2.938 0.0 0.0 0.0
H -1.397 -5.740 -0.547 0.0 0.0 0.1
H -1.376 -1.473 -2.865 -0.1 -0.1 -0.1
H -1.299 2.504 4.213 0.0 0.0 0.0
H -1.556 4.664 2.996 0.0 0.0 0.0
H -1.183 4.690 0.512 0.0 0.0 0.0
H -0.669 2.564 -0.619 0.1 0.1 0.0
H 0.398 -0.943 5.630 0.0 0.0 0.0
H 1.012 -3.071 6.764 0.0 0.0 0.0
H 0.926 -5.208 5.551 0.0 0.0 0.0
H 0.200 -5.295 3.176 0.0 0.0 0.0
C -5.526 1.918 -1.076 0.1 0.0 0.0
C -4.967 2.321 -2.288 0.0 0.0 0.0
C -3.690 1.930 -2.630 0.2 0.0 -0.1
C -2.966 1.134 -1.736 -0.2 0.1 -0.1
C -3.519 0.741 -0.518 0.2 -0.2 -0.1
C -4.799 1.132 -0.187 0.0 0.0 0.1
N -1.673 0.668 -2.048 0.4 -0.4 1.8
N -1.169 0.860 -3.143 -0.4 0.4 -0.7
C 0.112 0.332 -3.407 0.0 0.1 0.1
C 0.581 0.397 -4.700 0.1 0.0 -0.2
C 1.835 -0.147 -4.964 0.0 0.0 0.1
C 2.546 -0.728 -3.924 0.0 0.0 0.0
C 1.982 -0.753 -2.657 0.0 0.0 0.2
N 0.781 -0.226 -2.412 0.1 -0.1 1.1
H -6.537 2.210 -0.825 0.0 0.0 0.0
H -5.536 2.941 -2.967 0.0 0.0 0.0
H -3.242 2.216 -3.572 -0.1 0.0 0.0
H -2.952 0.096 0.152 -0.1 0.0 0.1
H -5.238 0.825 0.753 0.0 0.0 0.0
H -0.028 0.849 -5.470 0.0 0.0 0.0
H 2.245 -0.114 -5.964 0.0 0.0 0.0
H 3.527 -1.153 -4.083 0.0 0.0 0.0
H 2.501 -1.200 -1.817 0.0 0.0 0.0
O 1.961 3.357 -1.856 0.0 -0.1 0.0
C 3.361 3.268 -1.583 0.0 0.1 0.1
N 3.728 3.784 -0.296 -0.1 0.0 0.0
C 3.777 3.121 0.897 0.0 0.1 0.0
O 4.123 3.636 1.931 0.0 0.0 0.0
C 3.355 1.668 0.933 0.0 0.1 0.0
C 4.090 0.768 1.702 0.0 0.0 0.1
C 3.646 -0.540 1.830 0.0 0.1 0.0
C 2.465 -0.909 1.216 0.0 -0.1 0.0
N 1.749 -0.029 0.499 -0.5 -0.1 -0.5
C 2.186 1.236 0.351 0.1 -0.2 -0.1
H 1.732 4.281 -2.011 0.0 0.0 0.0
H 3.936 3.795 -2.341 0.0 0.0 0.0
H 3.598 2.207 -1.633 0.1 0.0 -0.1
H 3.996 4.757 -0.229 0.1 0.0 0.0
H 4.991 1.103 2.201 0.0 0.0 0.0
H 4.201 -1.264 2.411 0.0 0.0 0.0
H 2.072 -1.915 1.298 0.0 0.0 0.0
H 1.575 1.904 -0.242 0.1 0.0 0.0



# 3
70
Properties=species:S:1:pos:R:3:forces:R:3 method="wB97M-V/def2-TZVPD" homo_energy_ev="-5.041 / -6.554" spin_multiplicity=6 fmax_ev_per_a=4.56 homo_lumo_gap_ev="4.803 / 6.272"
C -4.840 3.549 0.112 -0.1 2.4 0.5
C -3.936 3.309 1.208 -0.1 1.3 0.4
C -2.608 3.625 0.758 -0.3 1.5 0.6
H -4.232 3.024 2.234 0.3 0.0 -0.8
C -2.695 4.089 -0.600 -0.2 1.3 0.7
C -4.067 4.094 -0.982 -0.4 0.9 1.1
H -4.486 4.516 -1.891 0.2 -0.4 0.1
H -5.938 3.517 0.146 0.7 -0.1 0.0
H -1.701 3.626 1.376 -0.5 -0.2 -0.5
H -1.868 4.478 -1.197 -0.3 -0.4 0.3
Mn -3.454 2.063 -0.458 3.1 -3.4 0.3
Si 2.382 -3.163 -1.370 -0.1 -0.6 -0.2
C 2.774 -4.132 0.185 0.0 -0.1 0.7
C 3.383 -5.404 0.308 -0.1 0.3 0.4
H 3.696 -5.967 -0.577 -0.2 0.2 0.2
C 3.614 -5.964 1.575 -0.1 0.2 0.0
H 4.073 -6.953 1.671 -0.1 0.3 -0.2
C 3.256 -5.274 2.743 -0.2 0.3 -0.5
H 3.416 -5.715 3.729 0.0 0.1 -0.4
C 2.683 -4.001 2.628 0.1 -0.1 0.0
H 2.406 -3.438 3.522 0.1 -0.2 -0.2
C 2.452 -3.438 1.368 0.2 -0.4 0.2
H 2.020 -2.434 1.312 0.1 -0.3 0.0
C 3.931 -2.235 -1.838 1.2 -0.1 -0.7
C 5.002 -2.025 -0.938 -0.2 0.5 -0.2
H 5.050 -2.581 0.001 -0.3 0.4 -0.1
C 6.026 -1.108 -1.236 0.0 -0.2 -0.1
H 6.793 -0.883 -0.486 -0.3 -0.2 -0.3
C 6.079 -0.481 -2.483 -0.6 -0.3 0.0
H 6.851 0.259 -2.706 -0.2 -0.3 0.1
C 5.131 -0.838 -3.460 0.2 -0.2 0.2
H 5.201 -0.397 -4.457 0.0 -0.3 0.3
C 4.112 -1.751 -3.159 0.0 0.5 0.4
H 3.448 -2.099 -3.957 0.0 0.4 0.3
H 1.175 -2.295 -1.162 0.6 -0.1 0.1
Si -1.319 0.585 -0.080 -1.8 1.4 -0.1
C 0.058 1.733 -0.615 0.4 -0.3 0.2
C 1.053 2.090 0.309 0.0 0.3 -0.7
H 1.032 1.669 1.318 0.1 0.1 -0.3
C 2.046 2.993 -0.069 0.1 0.3 0.0
H 2.793 3.286 0.663 0.0 0.0 -0.1
C 2.059 3.564 -1.346 -0.5 -0.3 0.2
H 2.827 4.287 -1.622 -0.2 -0.2 0.1
C 1.034 3.237 -2.247 0.0 0.0 0.2
H 0.991 3.727 -3.216 0.1 -0.1 0.0
C 0.030 2.335 -1.889 0.6 0.1 0.3
H -0.775 2.118 -2.604 0.3 0.0 0.4
C -1.088 0.059 1.704 0.6 -0.4 0.0
C -1.486 0.904 2.761 0.4 -0.4 0.1
H -2.016 1.842 2.570 0.2 -0.4 0.0
C -1.181 0.563 4.078 0.0 -0.3 0.2
H -1.495 1.217 4.887 0.0 0.0 -0.1
C -0.502 -0.625 4.384 -0.1 0.1 -0.7
H -0.281 -0.896 5.418 0.0 0.1 -0.3
C -0.139 -1.475 3.330 -0.3 -0.1 0.2
H 0.365 -2.413 3.553 -0.1 0.1 0.0
C -0.455 -1.158 2.005 0.1 0.3 0.6
H -0.200 -1.848 1.194 0.0 0.3 0.3
H 1.982 -4.096 -2.459 0.2 0.0 0.0
Cl -1.283 -1.064 -1.345 0.2 -0.8 -0.3
N -4.911 0.653 0.195 -1.6 -2.2 0.4
N -6.059 0.918 -0.610 -0.6 -0.4 -0.2
C -5.814 1.260 -1.907 0.8 -0.5 -0.3
N -6.892 1.349 -2.736 -0.7 0.7 0.6
S -4.214 1.432 -2.434 -2.0 -1.1 -2.8
H -4.574 -0.312 0.003 0.0 0.6 -0.2
H -5.223 0.610 1.169 0.1 0.5 -0.2
H -6.954 0.469 -0.379 0.7 0.2 -0.1
H -6.746 1.843 -3.613 0.1 -0.3 0.4
H -7.793 1.572 -2.288 0.7 -0.2 -0.4



# 4
10
Properties=species:S:1:pos:R:3:forces:R:3 method="wB97M-V/def2-TZVPD" homo_energy_ev=-9.623 fmax_ev_per_a=0.71 homo_lumo_gap_ev=9.419
O -1.671 -0.590 -1.006 0.0 -0.2 0.0
C -0.986 -0.054 0.084 0.1 0.2 0.2
C 0.491 -0.375 0.004 -0.1 -0.7 -0.2
O 0.966 -1.377 -0.452 -0.2 0.4 0.2
C 1.479 1.132 0.056 0.2 0.1 0.3
O 1.252 0.389 1.075 0.1 0.1 -0.3
H -1.301 -1.470 -1.172 -0.1 0.1 0.0
H -1.164 1.022 0.103 0.1 -0.1 0.0
H -1.325 -0.477 1.047 0.0 0.0 -0.1
H 2.269 1.879 0.263 -0.1 0.0 -0.1



# 5
13
Properties=species:S:1:pos:R:3:forces:R:3 method="wB97M-V/def2-TZVPD" homo_energy_ev="-12.482 / -12.483" charge=+1 fmax_ev_per_a=6.11 homo_lumo_gap_ev="3.685 / 3.688"
C -3.042 -0.378 -0.061 -1.8 -1.1 -2.1
N 0.261 -1.753 -0.332 4.8 2.9 -2.4
N -3.848 0.671 0.133 -4.0 1.8 1.5
N -3.624 -1.405 -0.630 4.2 -1.6 0.3
N 1.120 -1.173 -0.798 -1.9 -3.9 2.5
O -1.676 -0.158 -0.086 -1.6 0.6 0.9
F -3.589 1.869 0.753 1.6 0.1 0.4
F -4.965 -1.695 -0.613 0.2 1.7 0.7
F 4.051 0.003 0.823 1.5 0.4 2.2
H -4.842 0.512 0.493 1.9 -0.6 -1.2
H 4.622 0.179 1.614 -1.7 -0.5 -2.3
H -1.176 -0.680 -0.703 -1.4 -0.3 -0.8
H 2.207 -1.157 -1.039 -1.8 0.6 0.3